[1]
# C2H7NOS

A 2-piece molecular cluster, C2H7NOS overall at a distorted geometry (the ωB97M-V functional and the def2-TZVPD basis, the OMol25 dataset).

Properties
* highest occupied orbital energy (alpha / beta): -5.6 / -9.5 eV
* ⟨S²⟩: 2.01
* energy above the lowest of the compared OMol25 structures with the same formula, charge and spin: 76.66 kcal per mole
* strongest force on any atom: 6.8 eV Å⁻¹
* gap between HOMO and LUMO (alpha / beta): 6.5 / 7.7 eV

```
! RIJCOSX wB97M-V def2-TZVPD def2/J DEFGRID3
* xyz 0 3
C -1.75 -0.94 -1.08
C -1.74 1.63 -0.08
N 1.69 -0.98 0.69
O -1.53 -1.02 0.42
S -2.68 0.01 0.01
H -2.36 -1.80 -1.21
H 0.88 -0.61 1.18
H -2.43 2.26 -0.48
H -1.26 1.87 0.84
H -0.89 1.22 -0.83
H 2.69 -0.91 1.16
H 1.49 -1.90 0.41
*
```

=====

[2]
# C24H28N2O7S

C24H28N2O7S in the gas phase (the ωB97M-V functional and the def2-TZVPD basis, the OMol25 dataset).

Properties
* highest occupied orbital energy: -8.1 eV
* energy above the lowest of the compared OMol25 structures with the same formula, charge and spin: 47.81 kcal per mole
* SMILES: COc1cc([C@@H]2C(C(=O)c3cccs3)=C(O)C(=O)N2CCN2CCOCC2)cc(OC)c1OC
* strongest force on any atom: 0.7 eV Å⁻¹
* gap between HOMO and LUMO: 7.8 eV

```
! RIJCOSX wB97M-V def2-TZVPD def2/J DEFGRID3
* xyz 0 1
C 1.06 1.77 3.23
H 1.17 1.93 4.30
H 0.20 2.34 2.86
H 1.97 2.13 2.72
O 0.88 0.39 3.07
C 0.77 -0.11 1.81
C 0.63 -1.51 1.73
C 0.51 -2.11 0.47
C 0.54 -1.32 -0.67
C 0.65 0.05 -0.58
C 0.76 0.66 0.66
H 0.85 1.73 0.72
C 0.59 0.90 -1.83
N -0.72 1.50 -2.01
C -0.67 2.84 -2.03
O -1.58 3.64 -2.16
C 0.76 3.22 -1.88
C 1.51 2.10 -1.76
C 2.96 1.92 -1.67
O 3.52 0.98 -2.21
C 3.70 2.91 -0.89
C 5.05 3.13 -0.93
C 5.48 4.11 -0.01
C 4.45 4.59 0.74
S 2.94 3.89 0.32
H 4.49 5.33 1.52
H 6.50 4.43 0.10
H 5.70 2.62 -1.62
O 1.09 4.51 -1.93
H 0.26 5.00 -2.07
C -1.93 0.72 -2.05
H -1.69 -0.26 -2.48
H -2.63 1.25 -2.71
C -2.56 0.52 -0.66
N -2.78 -0.89 -0.39
C -2.93 -1.16 1.04
C -3.06 -2.67 1.25
H -3.24 -2.89 2.30
O -4.16 -3.19 0.54
C -4.04 -2.91 -0.83
C -3.94 -1.41 -1.09
H -3.82 -1.23 -2.16
H -4.87 -0.92 -0.75
H -4.93 -3.33 -1.31
H -3.14 -3.41 -1.24
H -2.14 -3.16 0.92
H -2.04 -0.80 1.56
H -3.82 -0.66 1.45
H -3.49 1.10 -0.57
H -1.86 0.89 0.09
H 0.85 0.28 -2.70
H 0.45 -1.77 -1.64
O 0.34 -3.47 0.42
C 0.27 -4.10 -0.84
H 1.18 -3.94 -1.42
H -0.60 -3.76 -1.41
H 0.17 -5.16 -0.62
O 0.60 -2.13 2.94
C 0.89 -3.51 3.06
H 1.02 -3.68 4.13
H 1.82 -3.77 2.54
H 0.08 -4.13 2.68
*
```